[1]
{
  "formula": "C4H33NO15",
  "method": "ωB97M-V/def2-TZVPD",
  "homo_lumo_gap_ev": 9.88,
  "spin_multiplicity": 1,
  "e_tot_ev": -36886.324,
  "homo_ev": -9.8,
  "lumo_ev": 0.1,
  "species": ["C", "H", "O", "H", "O", "H", "O", "H", "H", "H", "H", "O", "H", "H", "O", "H", "H", "H", "H", "H", "H", "H", "H", "O", "H", "H", "H", "H", "H", "H", "H", "H", "H", "H", "O", "H", "H", "O", "O", "O", "C", "O", "H", "H", "C", "O", "H", "O", "H", "N", "O", "C", "O"],
  "coordinates": [[-1.6883, 0.2685, 1.1790], [3.7615, -1.0853, -1.3152], [1.4212, -1.7630, -1.5388], [-1.4791, 1.0709, -0.7079], [2.1216, -0.9375, 0.9860], [0.1339, 2.4184, -3.6757], [-2.2046, 2.2862, -1.8700], [-1.9029, -2.0918, 0.6217], [-4.5747, -0.6338, -0.7335], [-1.2621, -2.9962, 2.1809], [0.5293, -0.0765, 1.7820], [-0.5154, -3.3430, 2.7107], [3.9407, 0.9203, -0.3938], [2.1478, -1.3823, 1.8537], [-2.8602, 0.6347, 1.2439], [4.1180, 2.0963, -1.3566], [1.5780, 1.0705, 1.2913], [-1.0861, 1.7273, 3.5000], [-4.6483, 1.1043, 0.5251], [-1.9581, 3.0604, -1.3564], [1.9301, -2.2493, -0.8811], [-4.8679, 1.7687, -0.8158], [-0.2839, -1.0194, -2.0290], [-3.9401, -1.3802, -0.7891], [0.9251, -2.3132, 3.4646], [3.1879, 0.2991, -3.6917], [0.4336, 0.9239, -3.4530], [1.7379, 3.8203, -0.6470], [-0.8346, -3.1061, 3.5919], [2.5462, -2.5604, 3.5618], [3.2439, -0.8497, 0.0284], [1.9529, -0.4285, -3.1697], [-3.3878, -2.1143, 1.2174], [-0.3624, -1.9477, -0.5033], [-5.1697, 1.0136, -0.2964], [-1.2250, -0.2006, 2.0273], [-1.5110, 2.2235, -2.5688], [-0.2945, 1.5558, -3.5834], [-2.4754, -2.3508, 1.3268], [4.1170, -0.7559, -0.4769], [1.1696, 0.1234, 0.9244], [2.2321, 0.3620, -3.6385], [-3.1510, -0.9283, -1.1089], [-0.4469, 0.7714, 4.3706], [0.3580, 0.1639, -0.3677], [1.8257, -1.9260, 3.4901], [0.6563, 0.9241, -1.0790], [-0.2386, 1.2482, 3.5514], [1.9534, 2.3341, -0.8039], [-1.0457, 0.4862, 0.0112], [1.3456, 3.0478, -1.0697], [0.1900, -1.2025, -1.0713], [3.8568, 1.9183, -0.4479]],
  "forces_ev_per_angstrom": [[-1.6, 1.2, -1.5], [0.7, 0.1, -0.3], [0.4, -0.1, -0.6], [-0.7, 0.0, 0.4], [0.0, 0.0, -0.8], [0.3, -0.3, 0.0], [0.2, 0.2, -0.2], [-0.6, 0.5, -1.1], [0.2, -0.1, 0.0], [-0.2, -0.2, -0.1], [-0.3, -0.1, -0.4], [0.2, 0.4, 0.7], [0.2, 0.8, 0.0], [-0.4, 0.4, 0.4], [0.0, 0.1, 1.0], [0.1, 0.2, 0.0], [0.4, 0.2, -0.9], [0.5, 0.2, -0.6], [0.0, -0.3, -0.4], [0.0, 0.1, 0.1], [-0.5, 0.2, 0.4], [0.0, -0.2, -0.2], [-0.8, 0.1, 0.1], [-0.2, 0.1, -0.2], [0.9, -0.6, -0.4], [0.1, 0.0, -0.1], [-0.1, 0.6, -0.2], [-0.1, 0.0, -0.1], [0.0, -0.4, 0.1], [-0.6, -0.4, 0.2], [1.1, 0.1, 0.6], [0.2, -0.6, 0.3], [-0.4, 0.5, -1.0], [0.0, 0.1, 0.2], [0.0, 0.5, 0.4], [0.5, -0.3, 0.0], [-0.4, -0.4, 0.4], [0.0, 0.1, -0.1], [0.8, -1.2, 1.7], [-1.0, -0.5, -0.6], [-0.1, -0.5, 1.8], [-0.1, 0.1, 0.0], [0.0, 0.0, 0.0], [0.7, -0.2, -0.1], [-1.5, -1.3, 1.3], [0.0, 0.9, 0.0], [0.2, -0.1, 0.0], [-1.2, 0.1, 0.9], [0.3, 0.4, 0.0], [1.7, 0.1, -0.3], [-0.1, 0.0, 0.1], [1.8, 0.2, -0.6], [-0.2, -0.8, 0.0]],
  "mulliken_charge": [-0.7240, 0.3463, -0.7071, 0.3363, -0.4976, 0.3517, -0.6966, 0.1923, 0.4547, 0.4748, -0.3841, -0.7415, 0.4462, 0.2333, -0.6368, 0.2811, 0.2585, 0.3248, 0.4072, 0.3131, 0.3679, 0.3063, 0.3110, -0.7074, 0.3670, 0.3203, 0.2733, 0.3177, 0.3304, 0.2719, 0.5344, 0.2793, 0.3381, 0.2925, -0.6957, 0.9195, 0.3377, -0.6635, -0.6646, -0.8262, -0.1564, -0.7376, 0.2344, 0.2976, 2.1806, -0.7235, -0.6851, -0.5881, 0.2776, 0.1686, -0.6302, -0.9316, -0.7489]
}



[2]
{
  "formula": "C4H34N2O11S",
  "method": "ωB97M-V/def2-TZVPD",
  "homo_lumo_gap_ev": 8.51,
  "spin_multiplicity": 1,
  "e_tot_ev": -41037.106,
  "homo_ev": -8.4,
  "lumo_ev": 0.1,
  "smiles": "C[C@H](CS)NCN.O.O.O.O.O.O.O.O.O.O.O",
  "species": ["O", "H", "H", "N", "O", "H", "H", "H", "H", "H", "H", "H", "H", "O", "O", "H", "C", "H", "H", "H", "H", "H", "O", "C", "H", "C", "H", "H", "O", "H", "N", "O", "H", "H", "H", "O", "H", "H", "O", "S", "H", "H", "H", "H", "H", "C", "H", "H", "H", "O", "O", "H"],
  "coordinates": [[-1.9394, -3.8708, -1.4633], [-2.6243, -2.0064, -2.2407], [2.9800, 1.1968, -2.3423], [-0.5272, 1.1113, 0.6203], [3.4166, -2.8055, 1.5506], [-2.4880, -0.7301, 0.5741], [2.6096, -3.3188, -1.5011], [-0.1346, 0.0000, 2.3519], [1.7112, 2.3779, -1.0129], [-2.9353, -0.5361, -1.8093], [4.0340, -1.5728, -1.2268], [1.1071, -2.8220, -1.7833], [2.4376, -0.2365, 0.0356], [1.6660, -3.5835, -1.5796], [-0.6573, 3.9299, 1.8840], [0.2277, -4.0842, 1.0218], [0.9655, 1.5577, -1.2341], [-2.7918, 2.7758, -1.0337], [-1.5532, 0.7819, 2.4429], [-1.6212, -3.2289, -0.8121], [1.8846, 3.4837, 1.6144], [0.1323, -0.3275, -0.6193], [-3.0556, 3.1786, -0.1874], [-0.9820, 0.1996, 1.7282], [-0.9503, -1.4857, 0.6675], [0.5878, 0.5736, -0.1831], [3.5536, -3.5434, 2.1592], [-0.7909, 4.7048, 1.3248], [-3.6978, 0.6864, 3.2419], [-1.8320, 2.2826, -3.8697], [-1.6562, -0.9217, 1.1008], [4.1638, -2.5293, -1.2129], [0.0360, 2.0802, -1.5453], [1.6948, -0.1562, 1.6490], [-1.2215, -4.5152, -1.4409], [-2.5631, -1.3721, -1.5155], [4.3281, -2.8051, -0.2986], [-1.5424, 3.5773, 2.0177], [2.7762, 3.5893, 1.2372], [1.7163, 0.7922, -2.7037], [-3.8890, 0.2125, 2.4123], [2.3425, 1.3028, 1.1202], [1.0534, -3.3111, -0.0826], [2.5862, 4.4755, 0.8858], [-2.9290, 2.3462, 0.3005], [1.8660, 0.4030, 0.7119], [-3.2808, 2.6288, -3.8493], [2.5228, -2.7204, 1.1903], [-0.2398, 2.0506, 0.9295], [-2.6130, 2.1791, -3.3084], [0.6127, -3.2258, 0.8169], [-4.4967, 1.2312, 3.2666]],
  "forces_ev_per_angstrom": [[0.7, -0.2, 0.3], [-0.1, 0.1, 0.0], [-0.7, -0.5, -0.5], [-0.2, 1.1, 0.1], [1.2, 0.4, -0.3], [0.4, 0.2, -0.4], [-0.2, 0.5, -0.3], [0.6, -1.4, 0.1], [-1.0, -1.0, 0.6], [0.1, 0.0, -0.3], [0.1, -0.2, 0.3], [0.6, 0.1, -0.5], [1.1, 0.3, 0.5], [-0.4, -0.3, 0.2], [0.3, 0.3, 0.1], [0.1, 0.0, 0.0], [-0.4, 1.8, -1.6], [0.0, 0.8, -0.4], [-0.8, 0.1, -0.4], [-0.4, 0.1, 0.0], [0.3, -0.7, 0.3], [1.0, -0.1, -0.1], [0.2, -1.3, -0.3], [-0.1, 1.5, -1.8], [-0.4, -0.5, -0.4], [0.0, 0.9, 2.9], [-0.8, 0.2, -0.4], [-0.1, -0.2, 0.0], [-0.9, 0.1, -0.9], [0.1, -0.2, 0.3], [0.8, 0.2, 2.6], [0.0, -0.2, -0.4], [0.5, -0.3, -0.1], [-0.2, -0.3, -0.7], [-0.2, -0.2, -0.3], [-0.1, 0.2, -0.1], [-0.1, 0.4, 0.3], [-0.1, 0.0, -0.1], [-1.3, 1.0, 0.0], [1.0, 0.2, 0.2], [0.6, -0.2, 0.4], [-0.1, 0.1, -1.2], [-0.5, -0.6, 0.9], [0.9, -0.1, -0.2], [0.0, 0.4, 0.6], [-1.0, -1.8, 0.0], [-0.1, -0.2, 0.4], [-0.3, -0.7, 0.8], [-0.4, -0.6, 0.3], [-0.1, 0.3, -0.6], [0.2, 0.4, -0.6], [0.2, 0.2, 0.5]],
  "mulliken_charge": [-0.6692, 0.2982, 0.1281, 0.0872, -0.7048, 0.3454, 0.4299, 0.2692, 0.2358, 0.2180, 0.3021, 0.3620, -0.0885, -0.7572, -0.6446, 0.2803, -0.8646, 0.3472, 0.5108, 0.3982, 0.2895, 0.1605, -0.6493, -0.8742, 0.0084, 0.4520, 0.2568, 0.3204, -0.6175, 0.3099, -0.3369, -0.7322, 0.3306, 0.3156, 0.3247, -0.5923, 0.3749, 0.2452, -0.6490, -0.2177, 0.2924, 0.1699, 0.3849, 0.3171, 0.2950, -0.5830, 0.2930, 0.4191, 0.1722, -0.5994, -0.6773, 0.3129]
}